[1]
The following is a quantum chemistry calculation of C8H18FINO6PS2 as an isolated structure, from OMol25.

ORCA input file:
```
! wB97M-V def2-TZVPD RIJCOSX def2/J DEFGRID3
* xyz 0 1
H 6.09811 4.19574 0.48174
H 0.07079 -4.98059 1.35055
C -1.07821 -3.58967 0.18431
C -1.02605 1.08052 -0.46153
H -0.34840 -2.79035 0.27636
H -2.91408 -6.30167 -0.67438
H -0.11066 2.52995 0.86794
H -3.34694 -4.61160 -0.34356
C -1.70807 -4.92750 -1.76953
H -0.01392 2.94099 -0.85076
H -3.78666 -5.33402 -1.87528
O -0.94862 -0.05018 0.41583
H -1.63683 -5.37498 1.28336
H -2.43246 1.90335 1.50413
H 4.36780 5.46049 1.12461
N 4.54933 4.70452 -1.34604
C -0.92971 -4.54675 1.34663
C -1.54669 -0.09958 1.62096
O 2.78714 6.29574 -2.27825
H -0.84912 0.68286 -1.45919
P 4.71373 4.34421 0.34489
O -1.44119 -5.29134 -2.88435
O 2.72530 4.01902 -2.87154
H 1.01842 1.67659 -0.16526
O -0.79444 -4.22995 -1.07036
H -2.05716 -3.11194 0.16398
S 3.83715 2.72474 0.91580
I 5.84280 6.18807 -1.98077
F 2.07252 4.70773 -0.69063
H -1.09017 -4.02328 2.28855
C 0.02364 2.12044 -0.13388
S 2.97283 4.96723 -1.89474
H -2.96370 0.90208 2.83664
C -3.01571 -5.30841 -1.10922
H -2.03476 1.49614 -0.46692
O -1.56614 -1.14555 2.21556
H -1.33941 1.60975 2.87276
C -2.10044 1.16714 2.23159
*
```

The value obtained for the LUMO energy is -1.86 eV. The calculation puts the HOMO energy at -9.6605 eV. As for the total energy: -64138.99157 eV. The orbital gap is 7.800 eV.


[2]
The following is a quantum chemistry calculation of a 14-piece molecular cluster, C64H96O18 overall, from OMol25.

ORCA input file:
```
! wB97M-V def2-TZVPD RIJCOSX def2/J DEFGRID3
* xyz 0 1
C -14.30186 10.95632 -17.94218
C -18.14415 7.11270 -4.82136
C -22.61987 15.49548 -7.44014
C -22.68279 13.76335 -13.47215
H -20.69405 17.64717 -9.94035
H -19.50906 16.33894 -9.86246
C -15.18203 9.98414 -7.92842
C -21.86915 15.68460 -6.10463
C -14.56821 17.77038 -14.16019
H -21.07288 8.32236 -10.32047
H -24.11490 7.82798 -10.46793
C -20.66366 10.62972 -14.29503
H -19.06307 11.29001 -10.00622
H -19.28057 12.80046 -12.68748
C -15.34027 11.02523 -15.25574
C -14.76439 16.73159 -13.06332
H -20.91090 13.42914 -3.50195
H -15.04206 18.69739 -13.90210
C -19.07594 7.35679 -5.93687
H -20.51952 14.04510 -10.21662
H -14.02398 10.14698 -10.68188
H -14.60900 13.24995 -6.92110
C -19.10594 11.20175 -16.10162
C -14.62631 9.69662 -17.19748
C -21.42959 12.23531 -5.91932
C -21.39558 10.22559 -16.66022
H -17.77401 17.76620 -10.38327
C -24.12367 15.31663 -6.92251
C -20.12407 10.85591 -17.09183
H -20.81668 12.31810 -10.92431
H -17.01335 13.56824 -4.31884
H -15.83709 15.63174 -7.99570
H -18.37629 16.86619 -12.78763
H -22.52187 11.73736 -3.01237
O -20.90499 10.49484 -13.13486
C -22.87914 8.04049 -7.88615
C -19.85594 17.17374 -10.43178
H -26.36777 13.40338 -8.93898
H -15.74325 13.21318 -8.20771
H -25.63846 10.92086 -10.62794
C -14.64448 12.21962 -17.31560
O -22.74528 15.44645 -5.01153
H -14.03507 16.82971 -12.29941
H -17.18648 14.40518 -11.22413
C -22.83660 15.27336 -13.54628
C -25.74156 11.40911 -9.62047
C -14.80891 15.20532 -8.14513
H -24.84902 15.80113 -7.57316
H -22.06822 9.85108 -17.43942
H -21.48566 16.67920 -6.14657
H -21.52839 10.38553 -3.37680
C -17.71704 9.45710 -4.73769
C -21.79959 11.37442 -3.75957
C -20.08271 13.16057 -10.72257
C -18.73504 18.23748 -10.51534
H -24.83246 11.12442 -7.73917
H -23.60403 15.01189 -15.51731
C -17.50669 8.11917 -4.17098
C -17.44513 14.37490 -4.90326
O -16.72166 15.80926 -3.14817
H -16.75969 9.79509 -10.90253
H -18.21788 11.50410 -16.57160
O -17.23485 10.45576 -4.24140
H -19.74098 12.15855 -3.20890
C -23.08330 7.39176 -10.18263
O -15.58357 11.16432 -14.07650
O -21.67333 13.39243 -14.45707
C -13.71063 13.20181 -8.88179
H -19.98280 8.67771 -7.22076
H -24.38423 14.23601 -6.91170
C -17.27261 15.67183 -4.19377
C -15.39721 17.10831 -15.22708
C -16.13379 10.19625 -10.10383
H -14.04659 15.56418 -7.48812
H -17.88218 17.73714 -4.06094
H -23.64631 13.22032 -13.62818
C -14.80467 13.66986 -7.89746
O -19.94188 11.07100 -18.24925
C -24.34719 13.27282 -9.82929
O -23.68068 12.38538 -8.95926
H -16.96108 8.93216 -8.56079
H -15.15471 9.31218 -7.03753
C -14.78553 9.57925 -10.14100
H -22.09825 15.84202 -12.90739
H -17.99092 19.33193 -12.14808
C -18.08076 14.36843 -6.06199
C -23.01117 6.80653 -8.77107
H -24.69402 15.26337 -4.71111
C -21.59693 10.04017 -15.40211
C -18.52520 16.88622 -5.92534
H -22.44958 16.53116 -15.26628
H -23.32890 11.42637 -5.28988
C -16.53211 9.93882 -8.62344
H -22.22517 14.61225 -7.89525
C -21.52095 14.53473 -15.28384
H -18.27664 13.52540 -6.66249
H -21.24947 11.98909 -6.91624
H -19.77098 17.57098 -13.62960
H -22.39488 9.42814 -10.54468
H -23.99416 13.15605 -10.82857
H -14.08022 13.87851 -10.95308
O -13.87435 10.88632 -19.07634
H -18.83070 19.05982 -9.80451
C -22.09920 8.56807 -9.98017
H -15.47449 8.84242 -15.45256
H -15.75688 16.87632 -12.64692
C -19.14028 13.51673 -11.86946
C -15.19253 9.73782 -15.96848
H -26.25809 13.14766 -10.77971
C -22.21532 11.18787 -5.19630
O -19.05268 15.52782 -7.76111
H -14.77589 10.92832 -7.62831
H -15.15352 17.34474 -16.24542
H -12.69888 13.25853 -8.41196
H -22.17322 6.15112 -8.65818
H -16.13925 11.27179 -10.27156
H -12.67324 14.63118 -10.24842
H -16.44262 17.24847 -15.09170
H -17.28327 10.59533 -8.21720
O -14.52897 15.37991 -9.53865
H -21.00108 15.01979 -5.90651
H -19.74591 19.51724 -11.91470
C -25.87929 12.92207 -9.78245
H -22.40438 7.80726 -6.93571
H -17.13339 12.80637 -11.74206
H -13.52844 17.98743 -14.45154
O -17.82046 13.06743 -9.87199
C -19.36995 11.16633 -14.80290
O -20.23091 16.90624 -11.80582
H -14.77540 8.56768 -10.61850
C -19.30317 8.67723 -6.33001
H -22.38003 13.49933 -12.50904
H -23.88319 6.20959 -8.63101
H -23.94856 10.38786 -9.13990
H -13.57868 15.12135 -14.02937
H -19.04309 17.71090 -6.40934
H -26.64096 11.00373 -9.14726
O -14.23501 9.41435 -8.81949
H -20.55879 15.05909 -14.91638
C -14.67561 15.43700 -13.75813
O -22.08110 8.91633 -8.58577
H -22.04278 10.19429 -5.63252
H -13.90370 12.21040 -9.23709
H -22.63115 6.78703 -10.98927
H -18.68702 11.59200 -14.10545
H -18.57626 10.77272 -6.16634
C -19.09452 12.44870 -9.74705
C -24.08183 15.76922 -5.39525
H -14.50864 13.10635 -17.87243
O -20.19082 12.27692 -5.17740
C -18.63677 15.56123 -6.62751
H -22.48335 16.24997 -8.17571
H -15.33164 13.21495 -15.64562
O -15.34412 15.69183 -15.05927
H -14.33089 8.76924 -17.64741
H -22.49139 9.58139 -14.96000
H -19.29744 12.44273 -8.68661
H -21.27194 14.19026 -16.34209
H -22.00556 13.15516 -5.96816
C -17.72769 13.52058 -11.24645
C -17.90662 16.93335 -4.73484
C -20.64783 12.36770 -3.85098
C -19.26918 17.51916 -12.64504
H -23.89063 8.48194 -7.70820
H -24.25232 16.84123 -5.28667
O -19.68321 6.43189 -6.49983
H -16.90685 7.96320 -3.27057
H -15.18673 14.65726 -13.23861
H -19.45810 14.49100 -12.24009
C -22.68966 15.47699 -15.06554
C -13.72139 14.26875 -9.97583
C -18.90135 18.79494 -11.89953
C -24.51273 11.22409 -8.76476
C -15.15757 12.24306 -16.08871
C -18.59062 9.69054 -5.94248
H -24.13064 14.30339 -9.55731
H -18.06608 6.08914 -4.53090
H -23.84756 15.53686 -13.19310
*
```

The value obtained for the LUMO energy is -1.50 eV. The calculation puts the HOMO energy at -9.1392 eV. As for the total energy: -104767.50054 eV. The orbital gap is 7.642 eV.


[3]
The following is a quantum chemistry calculation of C49H61BrHgN3O2PSi4Te as an isolated structure, from OMol25.

ORCA input file:
```
! wB97M-V def2-TZVPD RIJCOSX def2/J DEFGRID3
* xyz -1 2
C 2.75078 0.25780 -6.19616
C -3.85357 0.04438 2.34541
H -3.56980 5.02057 -2.98516
H -1.06315 -5.10470 -2.59542
C -1.25757 3.26561 -1.14977
H -1.55344 -2.71021 -2.85551
H -0.48478 -1.54069 -5.24003
N 2.88320 1.68156 -2.83304
H 1.48706 4.01394 5.71478
H 0.37041 -1.29743 5.87759
C -2.03366 3.71778 -2.24071
O -0.39300 2.30513 -1.36541
C 1.71744 3.45571 4.81286
O 4.20158 1.77635 -4.64708
C 2.10270 -0.52290 -7.13293
C -1.95936 0.65730 -4.28142
C -1.31776 -5.18244 0.80890
H 3.66855 0.76165 -6.45695
C 0.92984 -1.16753 -6.78388
H -2.49138 1.36941 4.87002
H -4.46635 -0.96643 5.32964
H -3.15406 -2.12404 5.62260
C 1.40715 -4.32055 3.49858
C -0.63332 3.72282 1.28182
Te 0.39594 -1.68871 0.86923
H 3.08553 -4.20710 -2.02335
C -1.79771 0.59174 4.52960
C 2.85957 2.66495 4.77193
C 2.82209 4.32001 -0.92509
C -0.25614 -4.38347 -2.53547
H -2.99632 -2.58128 -0.39416
C 3.68489 0.61132 1.22556
H 4.20307 4.76231 -2.50020
H 4.99485 1.04894 4.30483
C -4.20748 0.60626 -3.41713
H 2.37609 5.31623 -0.84149
H -4.51542 -0.70820 1.90071
H 5.82472 1.97987 -3.38373
C 2.06892 -3.88027 -2.21148
C 3.08017 1.30583 -4.01803
H -4.35535 -2.45128 4.36561
C 4.92444 2.53317 -3.65183
C 3.35813 4.08709 -2.33281
H -4.43337 -0.32807 -1.49604
H 1.25484 -5.86920 -2.17134
Si -2.50486 -3.96181 1.59428
C -3.30948 0.96267 -4.41267
C 1.07713 2.77976 2.56162
H 3.53391 2.60769 5.62118
H -3.65454 1.49700 -5.29024
Si -2.70633 -0.72730 3.60190
H -1.85102 3.24012 -3.19823
C -3.58246 -3.25789 0.23940
H 5.20599 3.49225 -4.08349
H 1.37834 3.81332 -3.15294
C 0.42327 -1.01593 -5.50824
C 3.16465 1.92794 3.59837
H -1.59593 -3.68866 6.04625
Si 0.12337 -3.19886 4.28030
C -2.99238 4.70599 -2.12584
H -1.84174 -5.83459 0.09846
H -1.28683 0.17547 5.40590
H -4.42899 -2.69067 0.64289
P 0.30897 -0.24059 -2.80968
H -1.26368 -5.11615 5.05200
C -0.53103 -3.02917 -2.68893
C -2.39766 -0.37118 -2.16215
C -3.19534 5.30012 -0.88539
H -3.00024 -5.40965 3.55612
H 2.60590 4.13764 -4.39388
C 0.48852 -2.08456 -2.60570
H 1.88642 -2.21044 5.70730
H 2.13587 -4.64730 4.25126
H -2.04658 -0.87794 -1.26720
C -2.43378 4.93062 0.19608
C 1.79074 -2.52925 -2.36068
H -3.29559 0.52434 1.53096
C 2.24858 0.42118 -4.90061
H -0.74635 4.49115 2.04420
H -1.27192 0.97045 -5.05652
C -0.80058 -4.24927 5.54052
H 0.41678 -1.79992 -7.49957
C 3.93086 2.66207 -2.48943
H -3.97444 -4.06155 -0.39400
C -3.74430 -0.05992 -2.28897
H 4.38923 2.37213 -1.54238
C 4.31748 1.13638 3.46192
C 4.58292 0.48063 2.26938
H -0.51815 -4.65653 0.26989
H -4.35660 -4.31790 3.24810
H 3.61192 4.23294 -0.17194
Si -1.27269 -2.28044 2.63810
C 0.84298 3.52755 3.74171
H -1.03836 1.06875 3.90780
H -0.84494 -5.81414 1.57239
H 2.04652 3.59530 -0.68902
H 2.51182 -0.62822 -8.12937
H -0.05873 4.11935 3.83509
C -3.76842 -1.65900 4.84303
C -3.59803 -4.94235 2.76444
C 1.01977 -1.81708 5.16390
H -0.10727 -4.62267 6.30507
H 0.94625 -5.21077 3.04982
H 5.47458 -0.11962 2.14231
C -1.45215 3.92591 0.10079
H 3.85106 0.10665 0.27832
C 2.27662 1.98432 2.47440
Hg 0.51649 0.85048 0.09069
H -2.58142 5.42186 1.15212
H -5.25669 0.86344 -3.51016
H -4.11523 -5.73781 2.21369
C 1.04841 -0.22286 -4.53961
C 1.04197 -4.81434 -2.29771
H 1.94672 -3.79160 2.70302
N 2.56669 1.33586 1.32457
C 2.27963 4.38889 -3.37657
N 0.25794 2.78760 1.46275
H -4.47469 0.80812 2.82660
H 2.59137 -1.79850 -2.26709
C -1.48330 -0.02972 -3.16273
H 2.02467 5.44997 -3.35868
Br -4.52281 6.66019 -0.69482
H 1.38223 -1.07319 4.44147
*
```

The value obtained for the LUMO energy (spin up / spin down) is 2.28 / 2.27 eV. As for the expectation value of S²: 0.81. The calculation puts the HOMO energy (spin up / spin down) at -2.0517 / -4.4442 eV. As for the total energy: -182684.09692 eV. The orbital gap (spin up / spin down) is 4.328 / 6.715 eV.